1.
DFT (ωB97M-V/def2-TZVPD) results for C44H40IN2O2P3Pt as an isolated structure.

Geometry as ORCA input:
```
! wB97M-V def2-TZVPD RIJCOSX def2/J DEFGRID3
* xyz 2 1
Pt 0.461 0.182 0.909
N -0.471 -1.960 2.616
P 0.786 -0.844 2.832
C 2.295 -1.708 3.232
C 3.525 -1.114 2.960
C 4.693 -1.748 3.354
C 4.633 -2.974 4.003
C 3.407 -3.571 4.268
C 2.235 -2.936 3.889
C 0.359 0.224 4.205
C 1.356 0.698 5.058
C 1.021 1.552 6.098
C -0.302 1.924 6.290
C -1.297 1.450 5.443
C -0.970 0.608 4.396
P -0.988 -1.480 1.093
C -2.708 -1.033 1.021
C -3.671 -2.014 0.764
C -5.013 -1.669 0.765
C -5.391 -0.356 1.021
C -4.435 0.619 1.275
C -3.089 0.287 1.274
C -0.655 -2.765 -0.099
C 0.216 -3.810 0.211
C 0.528 -4.748 -0.761
C -0.007 -4.631 -2.039
C -0.853 -3.574 -2.353
C -1.182 -2.638 -1.387
H -0.968 -2.501 3.311
H 3.573 -0.169 2.431
H 5.651 -1.286 3.157
H 5.547 -3.467 4.308
H 3.364 -4.525 4.776
H 1.281 -3.402 4.110
H 2.386 0.389 4.927
H 1.791 1.916 6.765
H -0.562 2.583 7.109
H -2.328 1.737 5.604
H -1.749 0.246 3.734
H -3.376 -3.036 0.559
H -5.763 -2.424 0.570
H -6.441 -0.093 1.021
H -4.738 1.640 1.468
H -2.334 1.045 1.446
H 0.643 -3.891 1.203
H 1.187 -5.573 -0.522
H 0.237 -5.369 -2.793
H -1.264 -3.484 -3.351
H -1.843 -1.814 -1.635
O -0.318 1.828 -0.183
P -0.388 2.145 -1.682
C -1.233 3.697 -1.900
C -2.055 3.921 -3.004
C -2.638 5.167 -3.183
C -2.407 6.179 -2.262
C -1.591 5.955 -1.159
C -0.999 4.717 -0.977
C 1.238 2.265 -2.430
C 1.356 2.626 -3.776
C 2.607 2.739 -4.356
C 3.748 2.494 -3.600
C 3.641 2.152 -2.261
C 2.387 2.044 -1.675
C -1.354 0.888 -2.525
C -2.671 0.716 -2.082
C -3.485 -0.232 -2.676
C -2.993 -1.012 -3.720
C -1.689 -0.847 -4.160
C -0.868 0.104 -3.565
H -2.248 3.128 -3.718
H -3.277 5.345 -4.038
H -2.866 7.148 -2.403
H -1.416 6.748 -0.444
H -0.362 4.536 -0.119
H 0.469 2.836 -4.363
H 2.695 3.026 -5.395
H 4.726 2.585 -4.057
H 4.530 1.983 -1.668
H 2.320 1.826 -0.619
H -3.060 1.340 -1.286
H -4.508 -0.353 -2.340
H -3.637 -1.740 -4.198
H -1.308 -1.445 -4.977
H 0.144 0.238 -3.926
N 4.480 -1.721 -1.095
C 3.202 -1.352 -0.936
O 2.827 -0.694 0.032
C 2.195 -1.865 -1.938
I 2.813 -1.767 -3.973
H 5.159 -1.428 -0.414
H 4.794 -2.203 -1.920
H 1.279 -1.296 -1.837
H 1.988 -2.916 -1.730
*
```

For the energy above the lowest of the compared OMol25 structures with the same formula, charge and spin, the calculation gives 1.259 eV. For the highest occupied orbital energy, the calculation gives -13.8 eV.

=====

2.
DFT (ωB97M-V/def2-TZVPD) results for the molecule C7H8N2O3 at a distorted geometry.

Geometry as ORCA input:
```
! wB97M-V def2-TZVPD RIJCOSX def2/J DEFGRID3
* xyz 0 1
N -2.295 -1.479 0.488
C -1.965 -0.399 -0.507
C -0.616 0.204 -0.208
C -0.552 1.630 -0.081
C 0.717 2.196 0.170
C 1.873 1.432 0.218
C 1.749 0.018 0.011
N 2.788 -0.853 0.011
O 3.792 -0.517 -0.650
O 2.608 -1.856 0.742
C 0.554 -0.548 -0.144
O 0.309 -1.902 -0.538
H -2.465 -1.064 1.502
H -3.258 -1.740 0.307
H -1.965 -1.003 -1.421
H -2.719 0.481 -0.667
H -1.571 2.162 -0.073
H 0.806 3.233 0.494
H 2.834 2.080 0.363
H -0.626 -2.075 -0.016
*
```

As for the SMILES: NCc1cccc([N+](=O)[O-])c1O. For the energy above the lowest of the compared OMol25 structures with the same formula, charge and spin, the calculation gives 4.880 eV. For the highest occupied orbital energy, the calculation gives -9.4 eV.

=====

3.
DFT (ωB97M-V/def2-TZVPD) results for a 2-piece molecular cluster, C6H16 overall.

Geometry as ORCA input:
```
! wB97M-V def2-TZVPD RIJCOSX def2/J DEFGRID3
* xyz 0 1
C -2.310 1.312 0.886
C -1.897 0.387 -0.277
C -3.032 -0.508 -0.792
H -3.393 1.270 1.051
H -2.029 2.342 0.694
H -1.877 0.941 1.819
H -1.577 0.975 -1.133
H -1.048 -0.202 0.048
H -2.643 -1.283 -1.455
H -3.532 -1.008 0.036
H -3.762 0.094 -1.326
C 3.227 0.489 -0.474
C 1.916 -0.185 -0.094
C 2.141 -1.471 0.718
H 3.074 1.393 -1.063
H 3.779 0.744 0.431
H 3.878 -0.177 -1.043
H 1.361 0.497 0.552
H 1.336 -0.439 -0.980
H 1.998 -1.338 1.793
H 1.459 -2.276 0.434
H 3.143 -1.885 0.632
*
```

As for the SMILES: CCC.CCC. For the energy above the lowest of the compared OMol25 structures with the same formula, charge and spin, the calculation gives 0.377 eV. For the highest occupied orbital energy, the calculation gives -11.4 eV.

=====

4.
DFT (ωB97M-V/def2-TZVPD) results for a 9-piece molecular cluster, C32H80N2O9 overall at a distorted geometry.

Geometry as ORCA input:
```
! wB97M-V def2-TZVPD RIJCOSX def2/J DEFGRID3
* xyz 0 1
C -1.442 2.850 -4.298
C -2.271 3.784 -5.204
C -2.765 4.934 -4.271
C -1.344 4.323 -6.358
C -0.979 3.341 -7.478
C -2.234 2.692 -8.099
C -3.293 2.253 -7.025
C -4.664 2.254 -7.760
C -2.901 0.846 -6.529
N -3.425 3.245 -5.984
O -4.445 2.893 -5.054
H -2.077 2.262 -3.637
H -0.830 2.273 -4.991
H -0.663 3.391 -3.761
H -3.172 5.813 -4.772
H -3.521 4.608 -3.557
H -1.998 5.419 -3.667
H -1.904 5.098 -6.882
H -0.439 4.712 -5.893
H -0.536 3.928 -8.282
H -0.204 2.635 -7.178
H -1.827 1.867 -8.684
H -2.685 3.420 -8.773
H -5.574 1.965 -7.233
H -4.589 1.742 -8.720
H -4.844 3.309 -7.964
H -1.908 0.755 -6.088
H -2.905 0.050 -7.273
H -3.583 0.575 -5.724
H -5.223 3.281 -5.461
C 6.586 -3.117 -3.503
C 5.409 -2.237 -3.115
C 5.812 -1.399 -1.907
C 5.129 -1.241 -4.309
C 4.399 -1.867 -5.500
C 3.143 -2.518 -4.952
C 3.282 -3.514 -3.777
C 1.863 -3.748 -3.201
C 3.910 -4.767 -4.354
N 4.180 -2.872 -2.747
O 4.208 -3.612 -1.610
H 7.482 -2.495 -3.493
H 6.644 -3.975 -2.833
H 6.553 -3.469 -4.534
H 6.634 -0.726 -2.151
H 4.890 -0.862 -1.682
H 6.116 -2.023 -1.066
H 4.650 -0.324 -3.965
H 6.086 -0.882 -4.687
H 4.151 -1.085 -6.218
H 4.967 -2.513 -6.170
H 2.624 -3.021 -5.769
H 2.397 -1.757 -4.725
H 1.455 -2.873 -2.695
H 1.913 -4.494 -2.408
H 1.110 -4.148 -3.880
H 4.746 -4.604 -5.033
H 3.218 -5.357 -4.955
H 4.251 -5.456 -3.581
H 3.652 -3.113 -1.007
C 4.576 4.275 7.404
C 4.197 3.812 6.026
O 5.030 4.668 5.257
H 3.805 3.846 8.044
H 4.422 5.346 7.534
H 5.542 3.900 7.743
H 3.171 4.064 5.758
H 4.403 2.765 5.801
H 5.920 4.391 5.486
C -6.231 -1.937 6.118
C -5.621 -3.084 5.301
O -6.102 -2.884 3.976
H -5.990 -2.193 7.150
H -7.312 -1.989 5.989
H -5.992 -0.912 5.835
H -5.986 -4.029 5.704
H -4.532 -3.093 5.349
H -7.061 -2.855 3.995
C -5.034 -3.771 -1.329
C -4.201 -2.578 -0.884
O -3.458 -2.783 0.288
H -5.254 -3.822 -2.395
H -6.041 -3.800 -0.911
H -4.570 -4.738 -1.136
H -4.862 -1.728 -0.714
H -3.610 -2.238 -1.735
H -4.135 -2.943 0.949
C 0.293 0.770 1.779
C 0.417 -0.385 2.855
O 0.810 -1.617 2.193
H 1.218 0.887 1.214
H 0.118 1.734 2.258
H -0.589 0.736 1.140
H -0.549 -0.581 3.320
H 1.232 -0.279 3.571
H 0.077 -1.745 1.587
C 2.916 -6.239 7.012
C 2.726 -5.819 5.508
O 1.411 -5.485 5.218
H 3.899 -6.647 7.245
H 2.291 -7.075 7.327
H 2.750 -5.386 7.670
H 3.043 -6.635 4.859
H 3.398 -4.971 5.376
H 1.393 -4.834 4.512
C -1.357 -0.073 8.469
C -0.652 -1.391 8.520
O -0.961 -2.042 9.695
H -1.431 0.469 9.412
H -2.323 -0.227 7.989
H -0.869 0.545 7.715
H 0.415 -1.359 8.301
H -1.013 -1.971 7.671
H -1.059 -2.959 9.431
C -1.800 6.901 5.048
C -1.400 8.278 4.666
O -2.112 9.182 5.486
H -2.817 6.759 4.681
H -1.782 6.898 6.137
H -1.158 6.139 4.608
H -1.624 8.400 3.606
H -0.322 8.409 4.760
H -2.877 9.477 4.986
*
```

As for the SMILES: CC1(C)CCCC(C)(C)N1O.CC1(C)CCCC(C)(C)N1O.CCO.CCO.CCO.CCO.CCO.CCO.CCO. For the energy above the lowest of the compared OMol25 structures with the same formula, charge and spin, the calculation gives 4.418 eV. For the highest occupied orbital energy, the calculation gives -8.0 eV.

=====

Please write out number 3 again, unchanged.
DFT (ωB97M-V/def2-TZVPD) results for a 2-piece molecular cluster, C6H16 overall.

Geometry as ORCA input:
```
! wB97M-V def2-TZVPD RIJCOSX def2/J DEFGRID3
* xyz 0 1
C -2.310 1.312 0.886
C -1.897 0.387 -0.277
C -3.032 -0.508 -0.792
H -3.393 1.270 1.051
H -2.029 2.342 0.694
H -1.877 0.941 1.819
H -1.577 0.975 -1.133
H -1.048 -0.202 0.048
H -2.643 -1.283 -1.455
H -3.532 -1.008 0.036
H -3.762 0.094 -1.326
C 3.227 0.489 -0.474
C 1.916 -0.185 -0.094
C 2.141 -1.471 0.718
H 3.074 1.393 -1.063
H 3.779 0.744 0.431
H 3.878 -0.177 -1.043
H 1.361 0.497 0.552
H 1.336 -0.439 -0.980
H 1.998 -1.338 1.793
H 1.459 -2.276 0.434
H 3.143 -1.885 0.632
*
```

As for the SMILES: CCC.CCC. For the energy above the lowest of the compared OMol25 structures with the same formula, charge and spin, the calculation gives 0.377 eV. For the highest occupied orbital energy, the calculation gives -11.4 eV.

=====

- Among the records above, which one has the lowest highest occupied orbital energy?
  C44H40IN2O2P3Pt